{"formula": "CHNO3", "method": "the ωB97M-V functional and the def2-TZVPD basis", "gap_ev": 10.2, "charge": 0, "relative_energy_ev": 1.741, "lumo_ev": -0.978, "multiplicity": 1, "elements": ["O", "C", "N", "O", "O", "H"], "coordinates": [[1.01379, 1.03821, -1.11390], [0.31868, 0.22554, -0.68445], [0.30812, -1.30447, -1.12865], [-0.46837, -2.00878, -0.56035], [1.02395, -1.60905, -2.02481], [-0.52841, 0.27883, 0.15871]], "atomic_forces_ev_per_a": [[0.9, 0.5, -0.7], [-2.9, -1.1, 2.7], [0.3, 1.2, -0.4], [-1.0, -0.4, 1.1], [1.1, -0.2, -1.1], [1.6, 0.0, -1.6]], "lowdin_charge": [0.184, -0.153, -0.397, 0.078, 0.109, 0.179]}

{"formula": "C2H2ClNS", "method": "the ωB97M-V functional and the def2-TZVPD basis", "gap_ev": 8.0, "charge": 0, "relative_energy_ev": 0.407, "lumo_ev": -1.978, "multiplicity": 1, "elements": ["N", "C", "C", "S", "H", "Cl", "H"], "coordinates": [[-0.92727, -1.06396, -2.10261], [-0.69934, -0.92041, -0.97421], [-0.21355, -1.09018, 0.36314], [1.04546, -2.04957, 0.78106], [-0.98567, -0.71690, 1.03609], [0.83202, 3.18004, 1.06559], [0.94834, 2.66097, -0.16906]], "atomic_forces_ev_per_a": [[-0.2, 0.6, 1.0], [1.0, -0.9, -1.8], [-0.4, -1.0, 0.5], [-1.1, 1.2, -0.4], [0.6, 0.1, 0.7], [0.1, -0.7, -1.6], [-0.1, 0.7, 1.6]], "lowdin_charge": [0.170, -0.309, -0.659, 0.742, 0.053, 0.201, -0.199]}

{"formula": "C16H10O7", "method": "the ωB97M-V functional and the def2-TZVPD basis", "gap_ev": 5.7, "charge": 0, "lumo_ev": -1.914, "multiplicity": 1, "elements": ["O", "C", "C", "C", "C", "C", "O", "C", "C", "C", "C", "C", "O", "C", "O", "C", "C", "C", "C", "O", "O", "C", "O", "H", "H", "H", "H", "H", "H", "H", "H", "H", "H"], "coordinates": [[-5.03789, -1.73697, 0.69981], [-3.90422, -1.26317, 0.49219], [-3.43057, -0.15523, 1.36061], [-2.12906, 0.33837, 1.28141], [-1.12655, -0.27846, 0.39097], [-1.50421, -1.24049, -0.55456], [-0.64788, -1.66941, -1.53534], [0.40838, -0.84439, -1.88715], [0.86296, 0.13745, -0.99778], [1.85921, 1.01757, -1.37906], [2.38372, 0.96642, -2.66165], [1.95426, 0.03043, -3.59007], [2.52679, -0.13136, -4.80738], [0.96377, -0.90198, -3.20815], [0.55610, -1.83576, -4.13205], [0.28017, 0.17949, 0.36373], [0.98572, 0.55063, 1.52802], [0.49651, 0.51942, 2.94955], [1.16503, 1.15867, 3.96804], [0.73535, 1.10023, 5.22626], [2.22348, 1.97404, 3.83188], [-2.90861, -1.80441, -0.47883], [-3.21517, -2.67782, -1.26727], [-4.23658, 0.32983, 1.95488], [-1.84323, 1.23070, 1.85026], [2.26434, 1.77412, -0.70971], [3.23025, 1.63412, -2.91986], [2.05220, -0.85609, -5.23901], [-0.20245, -2.28934, -3.75641], [2.00939, 0.85586, 1.34678], [-0.41116, -0.00299, 3.23815], [1.35024, 1.64429, 5.75790], [2.28970, 2.24625, 2.88382]], "atomic_forces_ev_per_a": [[2.7, 0.7, -1.3], [-2.2, 0.2, 3.0], [1.4, 1.5, -0.3], [-2.5, -1.2, 0.0], [0.0, -1.2, -1.5], [0.0, 2.2, 2.3], [-0.5, -0.5, -0.2], [0.5, 1.2, -0.9], [0.0, -0.3, 0.8], [0.3, 0.1, -0.8], [1.1, 0.6, -0.3], [-0.6, -1.4, 0.7], [-0.1, 0.3, -0.1], [-0.8, 0.2, 1.5], [0.4, 0.5, 0.4], [0.6, 0.5, 2.5], [-2.1, -0.7, -1.0], [1.1, 0.7, -0.4], [-1.3, -0.6, -1.7], [0.6, 0.2, 0.6], [0.3, 0.4, -1.1], [1.4, -1.3, -2.9], [-0.1, 0.3, 0.5], [0.9, -0.4, -0.3], [0.0, -0.5, -0.2], [-0.3, -0.2, 0.0], [-0.7, -0.5, 0.0], [0.1, 0.1, -0.1], [-0.3, -0.3, 0.0], [0.1, 0.0, 0.1], [0.3, 0.0, -0.2], [-0.5, -0.3, -0.2], [0.0, -0.3, 1.1]], "lowdin_charge": [0.111, -0.290, 0.013, 0.010, -0.074, -0.080, 0.083, -0.088, -0.126, -0.037, -0.008, -0.256, 0.084, -0.139, 0.080, -0.114, -0.001, -0.029, -0.459, 0.110, 0.093, -0.220, 0.154, 0.125, 0.120, 0.114, 0.132, 0.106, 0.114, 0.094, 0.108, 0.138, 0.132]}